1.
70
Properties=species:S:1:pos:R:3 method="wB97M-V/def2-TZVPD" total_charge=0 total_energy_ev=-46826.8095 smiles="C[N+](=O)[O-].C[N+](=O)[O-].CCOC(C)=O.CCOC(C)=O.CCOC(C)=O.CCOC(C)=O" e_above_lowest_kcal_mol=28.4
C 0.544 -1.365 1.425
N 0.617 -0.727 0.082
O 1.354 -1.237 -0.739
O -0.077 0.237 -0.105
H 0.227 -0.632 2.159
H 1.541 -1.707 1.689
H -0.122 -2.216 1.319
C -2.589 3.032 1.318
N -1.590 2.618 2.336
O -0.610 2.037 1.946
O -1.906 2.780 3.487
H -3.305 3.784 1.611
H -3.032 2.107 0.957
H -1.966 3.408 0.501
C 2.314 0.969 -3.482
C 1.193 0.220 -4.213
O 0.914 -1.065 -3.664
C -0.040 -1.114 -2.766
C -0.424 -2.506 -2.295
O -0.661 -0.177 -2.332
H 2.107 0.838 -2.410
H 2.193 2.046 -3.567
H 3.287 0.514 -3.638
H 0.311 0.858 -4.197
H 1.459 0.102 -5.262
H -1.512 -2.490 -2.262
H -0.047 -2.754 -1.312
H -0.292 -3.259 -3.075
C -1.588 7.061 -2.976
C -0.116 6.639 -2.803
O -0.001 5.234 -2.688
C -0.026 4.730 -1.439
C 0.123 3.250 -1.405
O -0.126 5.417 -0.449
H -1.598 8.104 -3.303
H -2.122 7.032 -2.027
H -2.069 6.459 -3.744
H 0.394 6.965 -3.709
H 0.290 7.208 -1.971
H -0.806 2.850 -1.824
H 0.429 2.844 -0.451
H 0.850 2.918 -2.153
C 4.949 -3.521 1.720
C 3.871 -3.771 0.674
O 3.181 -4.993 0.955
C 2.325 -5.042 1.959
C 1.699 -6.384 2.176
O 2.069 -4.115 2.692
H 4.579 -3.349 2.725
H 5.486 -2.596 1.475
H 5.716 -4.286 1.592
H 3.163 -2.940 0.651
H 4.305 -3.870 -0.315
H 1.735 -6.588 3.244
H 2.151 -7.202 1.620
H 0.644 -6.337 1.899
C -2.462 -2.135 0.417
C -2.658 -0.855 1.204
O -2.690 -1.222 2.597
C -3.212 -0.414 3.506
C -3.000 -0.936 4.900
O -3.830 0.584 3.249
H -1.508 -2.582 0.682
H -2.607 -1.855 -0.622
H -3.262 -2.846 0.633
H -1.804 -0.188 1.081
H -3.577 -0.354 0.903
H -2.374 -1.827 4.881
H -3.939 -1.168 5.397
H -2.466 -0.227 5.533



2.
22
Properties=species:S:1:pos:R:3 method="wB97M-V/def2-TZVPD" total_charge=+1 total_energy_ev=-8966.3217 smiles="C[NH2+][C@@H]1C=C1C(C)C" e_above_lowest_kcal_mol=63.6
C -2.517 -0.684 0.877
N -2.452 0.379 -0.122
C -1.170 1.148 -0.253
C -0.340 1.038 -1.521
C 0.222 0.349 -0.542
C 1.362 -0.444 -0.069
C 2.476 -0.380 -1.064
C 1.888 -0.095 1.333
H -1.835 -1.458 0.528
H -2.153 -0.347 1.816
H -3.483 -1.200 1.179
H -3.118 1.154 0.029
H -2.518 0.104 -1.066
H -1.272 2.125 0.232
H -0.580 1.300 -2.579
H 0.948 -1.463 0.047
H 3.163 0.394 -0.685
H 2.299 -0.307 -2.109
H 3.111 -1.313 -1.049
H 2.197 0.909 1.449
H 2.732 -0.761 1.495
H 1.041 -0.450 2.076



3.
31
Properties=species:S:1:pos:R:3 method="wB97M-V/def2-TZVPD" total_charge=+1 total_energy_ev=-25488.7517 e_above_lowest_kcal_mol=38.6
C -1.048 -1.008 1.835
C -1.441 0.362 2.115
C -2.074 1.084 -0.191
C -0.845 -1.643 0.614
C -1.920 0.000 -0.987
C -1.678 1.324 1.157
C 0.853 -0.348 -1.328
C -1.044 -1.154 -0.739
C -1.239 -2.232 -1.776
C 3.397 -0.729 -1.117
C -0.375 3.087 2.653
N 1.031 0.819 -1.937
N 1.985 -1.014 -1.042
S -1.862 2.978 1.567
H -1.026 -1.511 2.797
H -1.217 0.718 3.077
H -2.701 1.857 -0.635
H -0.568 -2.697 0.802
H -2.235 0.068 -2.037
H -2.271 -2.564 -1.546
H -0.524 -3.094 -1.685
H -1.236 -1.892 -2.799
H 3.866 -1.434 -0.422
H 3.590 0.289 -0.729
H 3.934 -0.802 -2.039
H -0.211 4.083 3.108
H 0.444 2.723 2.090
H -0.656 2.469 3.509
H 0.385 1.496 -2.245
H 1.942 1.042 -2.144
H 1.873 -1.725 -0.280



Please write out number 3 again, unchanged.
31
Properties=species:S:1:pos:R:3 method="wB97M-V/def2-TZVPD" total_charge=+1 total_energy_ev=-25488.7517 e_above_lowest_kcal_mol=38.6
C -1.048 -1.008 1.835
C -1.441 0.362 2.115
C -2.074 1.084 -0.191
C -0.845 -1.643 0.614
C -1.920 0.000 -0.987
C -1.678 1.324 1.157
C 0.853 -0.348 -1.328
C -1.044 -1.154 -0.739
C -1.239 -2.232 -1.776
C 3.397 -0.729 -1.117
C -0.375 3.087 2.653
N 1.031 0.819 -1.937
N 1.985 -1.014 -1.042
S -1.862 2.978 1.567
H -1.026 -1.511 2.797
H -1.217 0.718 3.077
H -2.701 1.857 -0.635
H -0.568 -2.697 0.802
H -2.235 0.068 -2.037
H -2.271 -2.564 -1.546
H -0.524 -3.094 -1.685
H -1.236 -1.892 -2.799
H 3.866 -1.434 -0.422
H 3.590 0.289 -0.729
H 3.934 -0.802 -2.039
H -0.211 4.083 3.108
H 0.444 2.723 2.090
H -0.656 2.469 3.509
H 0.385 1.496 -2.245
H 1.942 1.042 -2.144
H 1.873 -1.725 -0.280